CH5N3S | ωB97M-V/def2-TZVPD

Bonds (Å) are listed after each position.
Atoms and positions in Å:
1 H 2.247 -1.564 -0.237  N10 1.127
2 H -1.973 -1.472 0.429  S5 1.437
3 N 1.336 0.271 -0.613  C4 1.310, N10 1.363
4 C 0.251 0.974 -0.402  N3 1.310, N6 1.362, H9 1.118
5 S -2.133 -0.367 -0.475  H2 1.437, N6 1.734
6 N -0.920 0.660 0.218  C4 1.362, S5 1.734, H7 1.087
7 H -1.383 1.398 0.869  N6 1.087
8 H 0.981 -0.977 0.881  N10 1.064
9 H 0.321 2.083 -0.527  C4 1.118
10 N 1.272 -1.006 -0.142  H1 1.127, N3 1.363, H8 1.064

Its charge is 0. Its molar mass is 91.14 Da. The calculation puts the HOMO-LUMO gap at 8.91 eV. The total energy comes out at -603.461269 hartree. The HOMO energy comes out at -8.3 eV.